Molecular formula: C18H50N4O23
Method: DFT, wB97M-V/def2-TZVPD

Results
HOMO: -8.3 eV
Multiplicity: 1
LUMO: -1.89 eV
Charge: 0
Energy above the lowest of the compared OMol25 structures with the same formula, charge and spin: 14.74 kcal/mol

Each line ends with the Mulliken charge.
Positions of all 95 atoms, in Å:
O (0.00476, 2.96719, -0.76774)  -0.915
O (0.22273, -4.00579, 1.32025)  -0.564
O (-5.29796, -0.06515, 0.43770)  -0.791
N (0.71075, 1.02578, -0.47810)  -1.740
C (4.12639, -1.35922, 0.07128)  -0.910
C (-3.98582, 4.22612, -1.44850)  -0.003
C (4.05379, -2.68316, 0.51135)  -0.735
C (-5.19710, 3.59636, -1.36835)  -0.624
C (2.98998, -0.57523, -0.09952)  -1.019
C (-2.78596, 3.50549, -1.15712)  -0.419
C (2.80283, -3.18104, 0.91708)  -1.062
C (-5.26348, 2.33802, -0.85494)  -1.207
C (-0.74044, -2.13402, 0.72615)  -0.624
C (-3.08913, -0.35657, 0.43125)  -1.369
C (0.56373, -0.25105, -0.04434)  -0.374
C (-0.67623, -0.77612, 0.28359)  0.923
C (-1.78969, 0.04886, 0.15425)  0.549
C (1.70033, -1.10216, 0.11782)  1.091
C (-2.80001, 2.14375, -0.71211)  1.114
C (-1.58211, 1.41866, -0.32312)  -0.201
C (1.63354, -2.43173, 0.64434)  0.346
C (-4.08247, 1.57162, -0.49097)  -0.731
N (-0.28894, 1.82385, -0.56625)  1.864
N (0.38527, -2.90651, 0.83160)  0.347
N (-4.19826, 0.39631, 0.15527)  1.159
H (5.05916, -0.88363, -0.06847)  0.761
H (-4.02774, 5.25780, -1.78741)  0.108
H (4.93860, -3.20208, 0.73101)  0.729
H (-6.10821, 4.20517, -1.48233)  0.367
H (3.16306, 0.42510, -0.48873)  0.481
H (-1.92688, 4.16154, -1.25201)  0.537
H (2.70840, -4.13060, 1.36407)  0.953
H (-6.18655, 1.91049, -0.62778)  0.790
H (-1.70184, -2.50115, 1.03810)  0.627
H (-3.33916, -1.30509, 0.95265)  0.585
O (-4.18801, 7.61578, -3.13409)  -0.779
H (-4.97556, 7.72545, -3.75979)  0.338
H (-3.51872, 8.34646, -3.33880)  0.362
O (2.76279, 2.69945, -2.03407)  -0.742
H (1.89012, 2.78136, -1.52860)  0.367
H (2.63248, 2.02992, -2.78140)  0.317
O (-1.24911, -4.75713, 3.81551)  -0.647
H (-1.29756, -4.37021, 4.74916)  0.291
H (-1.51340, -4.03297, 3.16014)  0.368
O (7.22749, -1.80585, 2.25007)  -0.685
H (8.22039, -1.96013, 2.36889)  0.290
H (7.06427, -0.80758, 2.22635)  0.296
O (5.29165, 2.61393, -1.37678)  -0.681
H (5.47622, 3.23649, -0.60082)  0.296
H (4.28955, 2.50017, -1.45810)  0.390
O (1.94049, 1.89575, 1.77997)  -0.686
H (2.26902, 2.85274, 1.78048)  0.294
H (1.44812, 1.73203, 0.91134)  0.481
O (0.34981, -6.81697, 1.62532)  -0.641
H (0.03701, -5.87841, 1.83748)  0.405
H (0.83515, -7.17829, 2.43629)  0.297
O (-4.37706, -2.90248, -0.69363)  -0.534
H (-5.33031, -3.23724, -0.74859)  0.276
H (-3.76150, -3.65818, -0.96520)  0.300
O (3.30134, -3.24230, -2.45397)  -0.600
H (3.16734, -4.00557, -3.10452)  0.302
H (2.39018, -2.91669, -2.15814)  0.325
O (6.30700, -5.76349, -0.33775)  -0.628
H (6.47303, -4.92896, -0.88525)  0.294
H (5.49098, -6.22941, -0.71295)  0.316
O (6.61470, -4.50254, 2.89099)  -0.661
H (5.60995, -4.57120, 2.98866)  0.395
H (6.84440, -3.54390, 2.66295)  0.409
O (-0.24505, 5.31003, -3.31346)  -0.711
H (-0.22432, 4.32781, -3.55548)  0.352
H (0.58980, 5.74399, -3.68558)  0.294
O (-5.06295, 7.78375, -0.67541)  -0.694
H (-4.92720, 8.76703, -0.47919)  0.290
H (-4.56871, 7.56174, -1.52992)  0.418
O (-2.01138, -1.91716, 3.62512)  -0.662
H (-2.41039, -0.99426, 3.51193)  0.313
H (-1.05618, -1.81090, 3.94146)  0.325
O (-3.57774, 2.91946, 2.18572)  -0.699
H (-3.50776, 2.67207, 1.20712)  0.297
H (-4.46331, 3.38713, 2.33002)  0.340
O (-2.64934, 5.66394, -4.59397)  -0.712
H (-1.72359, 5.57919, -4.19453)  0.459
H (-3.19193, 6.28125, -4.00380)  0.377
O (-2.35726, -5.05324, 0.38355)  -0.617
H (-1.60372, -5.01428, 1.05766)  0.232
H (-1.98803, -4.78007, -0.51801)  0.317
O (3.92845, -4.41350, 3.61103)  -0.731
H (4.51891, -3.64450, 3.90044)  0.327
H (2.96827, -4.16732, 3.81408)  0.312
O (-9.04961, 1.77051, -0.51266)  -0.640
H (-9.85483, 1.17747, -0.66657)  0.323
H (-8.94556, 2.37564, -1.31686)  0.314
O (7.87572, -1.49405, -0.75447)  -0.604
H (8.56708, -2.16545, -0.44620)  0.308
H (7.25303, -1.95811, -1.40306)  0.302

Molecular formula: C18H50N9O3P2
Method: DFT, wB97M-V/def2-TZVPD

Results
HOMO: -9.3 eV
Multiplicity: 1
LUMO: -3.87 eV
Charge: +1

Each line ends with the Mulliken charge.
Positions of all 82 atoms, in Å:
C (2.51390, 5.03009, 0.07120)  -0.665
C (1.64701, 5.62993, 1.17652)  -0.342
O (2.05391, 5.23818, 2.49373)  -0.350
C (2.71854, 6.23223, 3.18270)  -0.619
N (4.08464, 6.41254, 2.59067)  0.024
C (4.37431, 7.56791, 2.01811)  0.217
N (4.82946, 7.81504, 0.77522)  -0.217
C (5.38134, 9.19913, 0.88372)  -0.582
C (4.17434, 9.76267, 1.63425)  -0.366
N (4.14270, 8.75178, 2.73200)  -0.381
H (3.54554, 5.33556, 0.23677)  0.141
H (2.18054, 5.42843, -0.88513)  0.331
H (2.42832, 3.94714, 0.08764)  0.140
H (1.64879, 6.72205, 1.06765)  0.249
H (0.61238, 5.31876, 1.04181)  0.456
H (2.16979, 7.17091, 3.16950)  0.431
H (2.85626, 5.90952, 4.21194)  0.323
H (4.75445, 5.66291, 2.68172)  0.280
H (5.43488, 7.11221, 0.36096)  0.329
H (6.21126, 9.09716, 1.58964)  0.293
H (5.69120, 9.69474, -0.02766)  0.385
H (4.20122, 10.80634, 1.90680)  0.406
H (3.33459, 9.43154, 1.02333)  0.258
H (4.96189, 8.91401, 3.32192)  0.278
O (1.51522, 1.02945, -1.43815)  -0.889
P (1.98394, -0.32071, -0.90697)  0.611
N (1.56470, -1.31786, -2.24840)  0.260
C (0.18177, -1.50423, -2.66551)  -0.928
C (2.42944, -1.09131, -3.39816)  -1.129
N (0.91121, -0.36080, 0.43576)  0.324
C (-0.12188, -1.34529, 0.65536)  -1.234
C (0.47359, 0.93046, 0.95473)  -0.974
N (2.85311, -1.68895, -0.12810)  0.105
C (4.25049, -1.35326, 0.18432)  -1.022
C (2.78618, -3.07216, -0.57287)  -0.933
H (0.13375, -2.28638, -3.42526)  0.481
H (-0.26821, -0.59069, -3.07248)  0.263
H (-0.43685, -1.86501, -1.84660)  0.114
H (3.47598, -1.28743, -3.13035)  0.286
H (2.36289, -0.06048, -3.76631)  0.308
H (2.17864, -1.76777, -4.21520)  0.359
H (-1.02157, -1.12834, 0.06471)  0.476
H (-0.41685, -1.36225, 1.70902)  0.479
H (0.20868, -2.35991, 0.43352)  0.231
H (-0.34099, 1.36051, 0.35703)  0.289
H (1.29659, 1.64206, 0.96790)  0.207
H (0.12647, 0.82394, 1.98527)  0.349
H (4.87431, -1.32441, -0.71672)  0.328
H (4.68372, -2.07433, 0.87967)  0.367
H (4.30415, -0.36852, 0.66204)  0.314
H (3.35892, -3.26088, -1.48841)  0.308
H (1.76537, -3.40318, -0.73829)  0.248
H (3.20225, -3.70532, 0.21688)  0.396
O (-3.08640, -4.44307, -2.04873)  -0.914
P (-3.87452, -4.48580, -0.74836)  0.666
N (-4.33682, -6.14885, -0.76413)  0.236
C (-5.23050, -6.68529, -1.77728)  -1.021
C (-3.20701, -7.03964, -0.54118)  -1.126
N (-5.08848, -3.35962, -1.19068)  0.263
C (-6.50395, -3.63535, -1.29004)  -1.056
C (-4.71113, -2.37031, -2.19705)  -0.745
N (-4.43129, -4.32422, 0.95185)  0.128
C (-3.37392, -3.80417, 1.83227)  -1.036
C (-5.19748, -5.32777, 1.67137)  -0.959
H (-5.50915, -7.70744, -1.51111)  0.395
H (-4.78566, -6.69217, -2.77983)  0.281
H (-6.16737, -6.13283, -1.81364)  0.275
H (-2.73433, -6.81811, 0.42455)  0.262
H (-2.44321, -6.93877, -1.32157)  0.308
H (-3.53022, -8.08038, -0.50512)  0.370
H (-6.75825, -4.12860, -2.23656)  0.391
H (-7.07452, -2.70386, -1.24171)  0.372
H (-6.87043, -4.24539, -0.46405)  0.217
H (-4.76210, -2.77797, -3.21446)  0.278
H (-3.69908, -2.01012, -2.02759)  0.082
H (-5.37335, -1.50354, -2.13878)  0.356
H (-2.60586, -4.55959, 2.03794)  0.321
H (-3.78487, -3.46333, 2.78440)  0.391
H (-2.88225, -2.94373, 1.36421)  0.277
H (-4.59846, -6.19481, 1.97540)  0.303
H (-6.04652, -5.68723, 1.09787)  0.293
H (-5.59920, -4.86577, 2.57858)  0.382